1.
Formula: C36H37AsBrN3O3STeV
Source: the Open Molecules 2025 dataset
Level of theory: ωB97M-V/def2-TZVPD

Geometry as XYZ:
```
84
Properties=species:S:1:pos:R:3:forces:R:3:lowdin_spin:R:1
V -0.298960 -0.428732 -0.453958 -2.00 -0.85 -1.31 1.037
N -0.267147 -2.611573 -0.111614 0.43 0.18 0.10 0.008
C -1.421190 -3.457324 0.245715 0.02 0.05 0.02 0.002
C -2.455069 -3.515108 -0.867344 0.03 -0.05 -0.03 0.000
C -3.292395 -2.260211 -0.999517 0.05 0.11 0.01 0.002
N -2.445962 -1.094743 -1.305490 0.31 0.19 -0.32 0.010
H 0.057887 -2.834291 -1.051879 0.07 -0.12 0.03 0.002
H 0.514558 -2.808052 0.504098 0.04 -0.09 -0.04 0.000
H -1.869447 -3.056425 1.159422 -0.01 -0.01 0.01 0.000
H -1.082374 -4.471940 0.467545 0.01 -0.01 0.03 0.000
H -3.124611 -4.355588 -0.672149 0.01 -0.01 -0.02 0.000
H -1.950223 -3.728955 -1.816708 -0.01 -0.03 0.01 0.000
H -3.816742 -2.079197 -0.062331 -0.01 0.05 0.01 0.000
H -4.050822 -2.397195 -1.775563 -0.01 -0.05 0.00 0.000
H -3.031802 -0.266067 -1.364008 -0.08 -0.03 0.11 0.002
H -2.077959 -1.191291 -2.257996 -0.05 0.00 -0.04 0.000
O 1.240035 0.967535 2.896218 0.15 0.08 -0.28 -0.026
S 1.797821 1.110138 1.524475 -0.90 -0.10 -0.40 -0.051
N 0.913644 0.531538 0.406918 2.22 0.31 1.77 -0.030
C -6.453162 -0.331204 1.370136 -0.02 0.00 0.01 0.000
C -5.791775 0.699478 0.717322 0.04 -0.01 -0.01 0.000
C -4.415061 0.833262 0.841219 -0.08 0.02 -0.01 0.000
C -3.680780 -0.062826 1.612211 0.08 -0.10 0.04 -0.001
C -4.349200 -1.109393 2.241984 -0.07 -0.01 -0.02 -0.001
C -5.728402 -1.237180 2.129975 0.04 -0.01 -0.02 0.000
As -1.725425 0.101603 1.674549 -0.39 0.23 0.21 0.012
C -1.618956 2.003853 2.042095 0.12 -0.06 0.03 0.005
C -1.578482 2.847571 0.938414 0.01 0.13 -0.03 0.005
C -1.473855 4.223241 1.100735 -0.02 -0.07 0.00 0.000
C -1.401355 4.757633 2.377626 -0.02 0.01 0.02 0.000
C -1.428756 3.916457 3.482282 -0.01 0.02 0.00 0.000
C -1.531408 2.543072 3.318659 0.05 0.06 -0.02 0.000
C -1.360758 -0.793065 3.345964 0.04 0.06 0.02 -0.001
C -0.263509 -1.643246 3.401160 0.04 -0.01 0.06 0.000
C 0.057913 -2.297683 4.581071 -0.03 0.00 0.00 0.000
C -0.711229 -2.091278 5.716870 -0.01 -0.03 -0.02 0.000
C -1.807654 -1.241066 5.668451 -0.02 0.02 -0.01 0.000
C -2.137946 -0.597120 4.484033 0.04 -0.08 0.06 -0.001
H -7.528813 -0.422679 1.292902 0.01 -0.02 -0.03 0.000
H -6.346145 1.405113 0.111860 -0.01 0.01 0.02 0.000
H -3.923029 1.658368 0.339230 0.03 0.01 0.03 0.000
H -3.799833 -1.837642 2.825434 0.02 0.02 0.03 0.000
H -6.232235 -2.052138 2.634499 -0.01 0.02 0.00 0.000
H -1.613942 2.442518 -0.069275 0.02 -0.05 0.00 0.004
H -1.437631 4.867253 0.231285 -0.01 0.01 0.01 0.000
H -1.313619 5.827880 2.513325 0.01 0.00 0.00 0.000
H -1.353582 4.331057 4.479455 0.01 0.00 -0.01 0.000
H -1.495599 1.900152 4.187114 -0.01 -0.02 -0.01 0.000
H 0.369745 -1.761103 2.530737 0.00 0.03 -0.02 0.000
H 0.916300 -2.955912 4.615246 0.01 0.02 0.01 0.000
H -0.455637 -2.593052 6.641287 0.00 0.01 0.00 0.000
H -2.407073 -1.075247 6.554664 0.00 -0.01 0.00 0.000
H -3.006136 0.049797 4.452190 0.01 0.02 -0.01 0.000
C 3.969918 0.180712 -0.971624 0.02 0.08 -0.19 0.000
Te 3.359616 -1.801210 -0.491780 -0.03 -0.13 0.35 0.003
C 4.451069 -2.262206 -2.257878 0.07 -0.01 -0.24 0.001
C 5.529699 -1.209468 -2.330202 -0.06 -0.05 -0.01 0.000
C 6.728138 -1.407050 -3.003007 -0.01 0.03 -0.02 0.000
C 7.688703 -0.404704 -3.030042 -0.02 0.00 -0.01 0.000
C 7.450445 0.799381 -2.383505 0.02 0.01 -0.01 0.000
C 6.250618 1.004137 -1.716557 -0.02 -0.01 -0.03 0.000
C 5.283837 0.007117 -1.690995 -0.02 0.02 0.07 0.000
H 4.061839 0.781452 -0.072193 0.04 -0.02 0.02 0.000
H 3.202380 0.621876 -1.610773 0.01 0.02 0.01 0.000
H 3.763270 -2.173874 -3.100414 0.02 -0.04 -0.02 0.000
H 4.844365 -3.275979 -2.234193 0.05 0.03 0.03 0.000
H 6.913622 -2.350432 -3.503308 0.01 0.00 0.02 0.000
H 8.624352 -0.566662 -3.549707 0.00 -0.01 0.01 0.000
H 8.203188 1.577259 -2.391131 -0.01 0.00 0.00 0.000
H 6.066893 1.940021 -1.202165 0.00 0.01 -0.02 0.000
Br 3.307586 4.846907 -4.699096 0.06 0.09 -0.03 0.000
C 2.252235 3.345089 -4.252102 -0.06 -0.11 0.05 0.000
C 2.175633 2.278813 -5.133194 0.01 -0.02 0.01 0.000
C 1.399966 1.179090 -4.798433 0.02 0.06 0.01 0.000
C 0.720747 1.136869 -3.586825 0.05 -0.05 -0.23 0.000
C 0.808367 2.215217 -2.718219 0.09 0.02 0.09 0.001
C 1.571219 3.326536 -3.046607 0.00 -0.01 -0.01 0.000
C -0.114472 -0.068307 -3.252674 0.25 -0.23 0.39 0.002
O -1.173854 -0.259629 -3.829469 -0.07 -0.11 -0.13 0.002
O 0.368662 -0.844879 -2.313729 -0.48 0.63 -0.09 0.010
H 2.714373 2.308157 -6.069928 0.00 0.00 0.00 0.000
H 1.324255 0.345393 -5.484920 -0.01 0.01 0.00 0.000
H 0.301243 2.207082 -1.759287 0.00 -0.05 0.01 0.001
H 1.639872 4.164296 -2.366589 0.00 0.00 0.00 0.000
```
Positions in Å, forces in eV/Å.

HOMO-LUMO gap (spin up / spin down) ... 6.78 / 6.05 eV
Multiplicity ... 2
DFT total energy ... -223242.443 eV
Strongest force on any atom ... 2.9 eV Å⁻¹
LUMO level (spin up / spin down) ... 0.2 / 0.0 eV

2.
Formula: C2H8N3S
Source: the Open Molecules 2025 dataset
Level of theory: ωB97M-V/def2-TZVPD

Geometry as XYZ:
```
14
Properties=species:S:1:pos:R:3:forces:R:3:nbo_charge:R:1
C -0.791593 1.017798 2.249608 0.67 -1.22 -1.08 -0.397
C -0.454685 0.700525 0.893140 2.75 0.80 3.25 -0.175
N -0.945520 -0.320846 -1.306246 -1.83 3.20 1.12 -0.385
N -1.147522 0.612416 -0.229981 -0.71 -3.29 -6.73 -0.271
N 1.807642 -1.070665 -1.215127 -0.65 -2.05 -0.56 -1.111
S 0.811977 0.136245 1.855536 -0.53 0.00 -0.53 0.412
H -0.636770 1.995816 2.566658 0.07 1.52 0.84 0.233
H -1.508110 0.395861 2.688851 -1.04 -0.64 1.22 0.222
H -1.442207 0.106389 -2.140050 0.76 -1.18 1.15 0.410
H -0.016225 -0.793015 -1.462524 0.34 0.71 0.82 0.455
H -1.995142 1.122809 -0.366409 -0.36 0.45 0.08 0.425
H 1.622877 -1.946423 -0.660304 0.58 1.16 -0.58 0.385
H 2.526648 -0.538584 -0.740814 0.06 -0.02 -0.12 0.398
H 2.168630 -1.418326 -2.132337 -0.11 0.57 1.11 0.399
```
Positions in Å, forces in eV/Å.

HOMO-LUMO gap (spin up / spin down) ... 7.38 / 6.67 eV
Multiplicity ... 3
DFT total energy ... -17497.209 eV
Strongest force on any atom ... 7.5 eV Å⁻¹
LUMO level (spin up / spin down) ... -3.3 / -7.4 eV
Charge ... +1

3.
Formula: C28H49N6OPdSi4Te
Source: the Open Molecules 2025 dataset
Level of theory: ωB97M-V/def2-TZVPD

Geometry as XYZ:
```
90
Properties=species:S:1:pos:R:3:forces:R:3:lowdin_spin:R:1
Pd -0.556377 0.492389 1.684696 0.26 0.27 0.40 0.867
C -1.303138 1.210103 5.005113 0.06 -0.05 -0.11 0.000
N -2.124698 0.621565 3.966097 -0.06 0.04 0.07 -0.001
C -2.496900 -0.766105 4.122512 0.10 0.05 -0.03 0.000
C -1.378194 -1.687497 3.730998 0.03 -0.06 0.00 0.009
N -0.285956 -1.337614 3.105729 -0.07 -0.08 -0.15 0.062
C 0.440245 -2.515891 2.927883 0.05 0.18 -0.07 0.012
C 1.680577 -2.715922 2.328502 0.01 0.02 -0.02 0.002
C 2.171685 -4.007071 2.298477 -0.02 0.02 -0.03 0.000
C 1.446734 -5.078538 2.844852 0.02 0.02 0.00 0.000
C 0.214629 -4.891018 3.441304 0.00 0.00 0.02 0.000
C -0.266141 -3.587180 3.471357 -0.07 0.00 0.05 0.002
N -1.425376 -3.021875 3.984176 0.00 -0.11 0.06 0.004
C -0.007635 1.778049 4.484677 0.04 -0.05 0.05 0.002
N 0.466344 1.646470 3.279538 -0.02 0.06 -0.17 0.033
C 1.704535 2.286093 3.273958 -0.11 -0.10 -0.13 0.004
C 2.633699 2.426233 2.246541 -0.05 0.01 0.02 0.000
C 3.799652 3.108782 2.532099 -0.02 0.00 0.03 0.000
C 4.038079 3.642550 3.809652 0.00 -0.01 -0.04 0.000
C 3.123112 3.506584 4.835739 -0.01 0.01 0.02 0.000
C 1.954831 2.814301 4.537509 -0.05 0.00 0.10 0.001
N 0.838465 2.474238 5.289936 0.06 0.08 0.09 0.001
H -1.841621 2.003144 5.529480 0.00 0.04 0.06 0.000
H -1.053447 0.454282 5.756472 0.00 -0.01 0.02 0.000
H -2.919417 1.194704 3.737020 0.01 0.04 -0.05 0.000
H -2.812624 -1.017139 5.143821 -0.03 -0.03 0.05 0.000
H -3.346364 -0.967590 3.468103 -0.04 0.00 -0.03 0.000
H 2.228105 -1.879179 1.910335 0.00 -0.04 0.01 0.000
H 3.132595 -4.202755 1.840474 -0.01 0.00 0.02 0.000
H 1.867166 -6.074965 2.804201 -0.01 0.02 -0.01 0.000
H -0.338371 -5.719019 3.865492 0.01 0.02 -0.01 0.000
H -2.175085 -3.510551 4.442728 0.01 0.02 0.03 0.000
H 2.431116 2.006244 1.268967 0.03 0.01 -0.02 0.000
H 4.548836 3.236533 1.762078 -0.01 0.00 0.00 0.000
H 4.963032 4.172368 3.995304 -0.01 -0.01 -0.01 0.000
H 3.313608 3.919565 5.818121 -0.01 -0.02 -0.02 0.000
H 0.682418 2.693473 6.258675 0.00 0.00 -0.01 0.000
C -2.256940 5.120886 0.692341 0.08 0.01 -0.06 0.001
N -1.867921 4.219180 -0.386230 -0.07 0.04 -0.04 0.001
C -1.709576 4.714123 -1.750881 0.01 0.00 0.08 0.001
C -1.597098 2.951537 -0.087389 -0.13 0.00 0.10 0.013
O -1.683435 2.484280 1.051185 0.19 0.04 -0.01 0.055
H -2.544136 6.077133 0.264452 0.00 0.00 0.00 0.000
H -1.433037 5.271688 1.390158 0.02 0.00 0.00 0.000
H -3.096817 4.704159 1.244910 -0.02 -0.02 -0.01 0.000
H -2.390798 5.546877 -1.908216 -0.03 -0.02 -0.01 0.000
H -1.960386 3.930203 -2.463327 0.02 0.01 0.04 0.000
H -0.691401 5.054153 -1.944242 0.02 0.05 0.04 0.000
H -1.306230 2.335017 -0.945836 0.08 -0.01 -0.01 0.008
C 0.695830 -3.610645 -4.450098 0.02 0.01 -0.16 0.007
Si 0.261991 -3.261783 -2.666417 -0.05 -0.01 -0.06 0.029
C 1.724441 -3.665404 -1.586373 0.17 -0.04 0.08 0.004
C -1.201949 -4.307645 -2.173554 -0.16 -0.02 0.06 0.005
Si -0.262386 -0.975139 -2.428227 -0.06 -0.06 -0.04 0.085
Te -1.446603 -0.923596 -0.203290 -0.11 -0.36 -0.28 0.724
Si -2.039179 -0.378179 -3.853107 0.01 0.07 0.00 0.027
C -3.557906 -1.395792 -3.485577 -0.07 -0.14 0.09 0.005
C -1.581340 -0.591156 -5.650549 0.09 -0.02 -0.13 0.006
C -2.435024 1.426926 -3.530993 -0.05 0.13 0.02 0.006
Si 1.638171 0.365538 -2.672677 0.01 0.05 -0.02 0.000
C 3.016345 -0.140679 -1.523153 0.08 -0.13 0.17 0.000
C 1.298732 2.183259 -2.402944 -0.11 0.17 0.08 0.000
C 2.196689 0.141444 -4.443695 0.04 -0.04 -0.14 -0.001
H 0.929853 -4.673792 -4.567658 -0.01 0.06 0.00 0.001
H 1.568399 -3.040078 -4.777057 -0.04 -0.04 -0.01 0.000
H -0.132323 -3.373823 -5.122752 0.06 -0.05 0.03 0.000
H 1.883052 -4.748102 -1.556957 0.01 0.05 0.00 0.000
H 1.570923 -3.319149 -0.563418 0.02 -0.02 0.06 0.002
H 2.636009 -3.201538 -1.971575 -0.03 -0.05 0.04 0.000
H -0.937511 -5.367124 -2.242227 -0.02 0.04 0.00 0.000
H -2.056817 -4.128584 -2.831063 0.04 -0.04 0.06 0.000
H -1.518825 -4.100749 -1.147891 0.01 -0.04 -0.05 0.005
H -3.390910 -2.456154 -3.691151 -0.04 0.06 0.00 0.000
H -4.381678 -1.054707 -4.119463 0.01 -0.03 0.02 0.000
H -3.866739 -1.302710 -2.441729 -0.02 -0.01 -0.05 0.005
H -1.315859 -1.625928 -5.879659 -0.03 0.07 -0.01 0.000
H -0.739872 0.043136 -5.939093 -0.04 -0.04 -0.01 0.000
H -2.436942 -0.318619 -6.276571 0.05 -0.01 0.02 0.001
H -2.580488 1.609526 -2.461331 -0.06 -0.04 -0.12 0.006
H -3.354697 1.717281 -4.048257 0.04 0.00 0.01 0.000
H -1.629901 2.076213 -3.886731 -0.03 -0.03 0.02 0.000
H 2.688951 -0.181560 -0.479617 0.01 0.02 -0.05 0.000
H 3.831407 0.585140 -1.598454 0.00 -0.03 0.02 0.000
H 3.414758 -1.122477 -1.787405 0.01 0.06 0.04 0.000
H 1.045052 2.400731 -1.361569 0.01 -0.01 -0.02 0.000
H 0.487721 2.542614 -3.040319 0.02 0.03 0.02 0.000
H 2.199566 2.752339 -2.652603 -0.04 0.00 0.01 0.000
H 2.457806 -0.897268 -4.661307 0.00 0.06 0.00 0.000
H 3.085111 0.754131 -4.627213 -0.04 -0.04 -0.01 0.000
H 1.425796 0.447105 -5.155818 0.05 -0.01 0.03 0.000
```
Positions in Å, forces in eV/Å.

HOMO-LUMO gap (spin up / spin down) ... 7.85 / 6.16 eV
Multiplicity ... 3
DFT total energy ... -83102.897 eV
Strongest force on any atom ... 0.6 eV Å⁻¹
LUMO level (spin up / spin down) ... -1.8 / -4.2 eV
Charge ... +1

Which of these has the highest strongest force on any atom?
C2H8N3S

Repeat the second record exactly.
Formula: C2H8N3S
Source: the Open Molecules 2025 dataset
Level of theory: ωB97M-V/def2-TZVPD

Geometry as XYZ:
```
14
Properties=species:S:1:pos:R:3:forces:R:3:nbo_charge:R:1
C -0.791593 1.017798 2.249608 0.67 -1.22 -1.08 -0.397
C -0.454685 0.700525 0.893140 2.75 0.80 3.25 -0.175
N -0.945520 -0.320846 -1.306246 -1.83 3.20 1.12 -0.385
N -1.147522 0.612416 -0.229981 -0.71 -3.29 -6.73 -0.271
N 1.807642 -1.070665 -1.215127 -0.65 -2.05 -0.56 -1.111
S 0.811977 0.136245 1.855536 -0.53 0.00 -0.53 0.412
H -0.636770 1.995816 2.566658 0.07 1.52 0.84 0.233
H -1.508110 0.395861 2.688851 -1.04 -0.64 1.22 0.222
H -1.442207 0.106389 -2.140050 0.76 -1.18 1.15 0.410
H -0.016225 -0.793015 -1.462524 0.34 0.71 0.82 0.455
H -1.995142 1.122809 -0.366409 -0.36 0.45 0.08 0.425
H 1.622877 -1.946423 -0.660304 0.58 1.16 -0.58 0.385
H 2.526648 -0.538584 -0.740814 0.06 -0.02 -0.12 0.398
H 2.168630 -1.418326 -2.132337 -0.11 0.57 1.11 0.399
```
Positions in Å, forces in eV/Å.

HOMO-LUMO gap (spin up / spin down) ... 7.38 / 6.67 eV
Multiplicity ... 3
DFT total energy ... -17497.209 eV
Strongest force on any atom ... 7.5 eV Å⁻¹
LUMO level (spin up / spin down) ... -3.3 / -7.4 eV
Charge ... +1